1.
Computed, not measured: a 2-piece molecular cluster, C4H11N2O2S overall, with ωB97M-V/def2-TZVPD.

Last column: Mulliken charge in e.
Atoms and positions in Å:
H -1.65387 1.24645 -0.41073  0.186
O 1.43245 -2.00544 -0.31859  -0.516
C 0.30161 -0.33800 -1.85856  -0.664
C 1.09654 0.18141 2.15888  0.341
S 0.45741 -1.03083 -0.10792  1.114
H 3.06574 0.73084 2.15571  0.262
H 2.36757 0.29754 3.67277  0.208
H -1.28248 2.07905 -1.95602  0.345
N 2.22856 0.52708 2.68933  -0.333
H 0.88880 0.57027 -1.98451  0.424
H -0.67305 -0.82242 2.33771  0.276
H -1.10280 0.17717 -3.24549  0.354
H 0.08554 -0.17615 3.85370  0.212
N 0.08530 -0.31971 2.84070  -0.314
C -1.72631 1.13682 -1.60515  -1.056
O -0.87583 -1.35936 0.31002  -0.543
H 0.82631 -1.20791 -2.37633  0.363
C -1.09386 -0.09563 -2.22389  -0.380
H -1.65984 -0.97983 -2.08282  0.372
H -2.76777 1.38866 -1.84880  0.349

The gap between HOMO and LUMO (alpha / beta) is 7.787 / 7.785 eV. The calculation puts the HOMO energy (alpha / beta) at -14.1 / -14.1 eV. As for the total charge: +1. Its LUMO energy (alpha / beta) is -0.2336 / -0.2337 hartree. The value obtained for the energy above the lowest of the compared OMol25 structures with the same formula, charge and spin is 43.6 kcal/mol.

***

2.
Computed, not measured: an isolated ion of composition C4H11N2O3 and charge +1, with ωB97M-V/def2-TZVPD.

Last column: Mulliken charge in e.
Atoms and positions in Å:
O 2.02338 -0.45170 0.66330  -0.569
H 1.27611 1.52629 -1.66727  0.218
H 0.80556 2.31255 -0.44655  0.211
H 0.95279 -2.28973 0.89868  0.363
H 1.87087 0.42862 0.06186  0.534
H 0.83316 -1.15235 -1.64482  0.426
N -0.21378 -0.44349 1.51773  -0.162
H -1.10083 0.83979 -1.30750  0.345
H 0.35219 -0.11287 2.32780  0.362
O -1.01747 -1.75907 -0.69568  -0.476
C 0.17057 -1.09604 -0.73704  -0.085
O -2.29081 0.31280 0.56959  -0.528
C -0.91022 0.68001 0.72634  -0.057
C 0.90163 -1.15682 0.56911  -0.165
H -2.38558 -0.18697 -0.24933  0.373
H -0.96320 -1.15425 1.81494  0.380
N 0.86043 1.43880 -0.82907  -0.382
H -0.84408 1.64379 1.28684  0.392
C -0.26793 0.67266 -0.62908  -0.555
H -1.06542 -2.36415 -1.41375  0.375

The gap between HOMO and LUMO is 10.917 eV. As for the SMILES: N[C@H]1[C@H](O)[C@@H](O)[NH2+][C@@H]1O. The calculation puts the HOMO energy at -13.8 eV. As for the total charge: +1. Its LUMO energy is -0.1043 hartree. The value obtained for the energy above the lowest of the compared OMol25 structures with the same formula, charge and spin is 51.9 kcal/mol.

***

3.
Computed, not measured: a 2-piece molecular cluster, C4H11N2O6P overall, with ωB97M-V/def2-TZVPD.

Last column: Mulliken charge in e.
Atoms and positions in Å:
C 0.70157 1.36416 1.26230  -0.625
O -0.46046 1.80640 0.50771  -0.435
P -0.91821 -1.82305 -0.67031  0.520
H 0.17605 0.56664 -0.99018  0.349
O -0.94286 -1.73634 -2.26530  -0.593
H -1.97684 -3.12699 0.55179  0.347
O 3.47348 1.12218 1.72898  -0.828
H -3.24282 0.90557 -0.46158  0.259
C 4.05596 1.53793 0.63403  0.582
H -0.02810 -1.73567 -2.56032  0.352
O 5.05753 2.34967 0.68487  -0.846
H -1.63430 -0.38495 1.00235  0.348
O -2.05768 -2.93362 -0.38601  -0.552
H 0.71910 1.92079 2.19805  0.332
H -1.32476 1.45777 -1.26989  0.584
O 3.54324 1.18822 -0.52586  -0.846
C -0.75055 0.91006 -0.51325  -1.150
N -3.01549 -0.07189 -0.61030  -0.828
C -1.64268 -0.27913 -0.08913  0.724
H 1.25967 -2.18876 -0.44465  0.245
H -3.67836 -0.58960 -0.04450  0.231
N 0.39348 -2.11971 0.06686  -0.656
H 0.66728 0.29500 1.48158  0.275
H 1.62575 1.56532 0.71276  0.211

The gap between HOMO and LUMO is 2.325 eV. The calculation puts the HOMO energy at 2.2 eV. As for the total charge: -2. Its LUMO energy is 0.1652 hartree.

***

4.
Computed, not measured: an isolated ion of composition C4H11N2OS and charge +1, with ωB97M-V/def2-TZVPD.

Last column: Mulliken charge in e.
Atoms and positions in Å:
H -2.05686 2.00485 0.45483  0.296
C -1.18292 2.35627 -0.14696  -0.975
H -0.48006 -2.76624 0.11672  0.294
H -1.61122 2.25827 -1.13232  0.349
H 1.74188 -2.06586 -1.37599  0.355
S 1.82141 -0.18466 0.48573  0.477
H 0.74494 -0.60330 -1.63104  0.298
N -0.87181 -0.68919 0.60150  -0.224
H 2.45959 -0.48317 -1.87089  0.400
H -1.81659 -2.31601 1.10919  0.323
C -0.75892 -2.08919 0.92495  -0.902
H -1.01041 3.38193 0.07021  0.343
C 1.74490 -0.96733 -1.17146  -0.877
N -0.01176 1.52076 -0.00021  -0.119
H -1.88503 -0.50524 0.77344  0.288
H -0.17702 -2.20572 1.80980  0.389
C -0.00369 0.23761 0.33707  0.576
O 2.41402 1.14418 0.43568  -0.626
H 0.93954 1.97203 0.20975  0.334

The gap between HOMO and LUMO is 10.749 eV. The calculation puts the HOMO energy at -14.2 eV. As for the total charge: +1. Its LUMO energy is -0.1283 hartree. The value obtained for the energy above the lowest of the compared OMol25 structures with the same formula, charge and spin is 66.3 kcal/mol.

***

5.
Computed, not measured: an isolated ion of composition C4H11N2S and charge -1, with ωB97M-V/def2-TZVPD.

Last column: Mulliken charge in e.
Atoms and positions in Å:
C 0.39720 0.64882 -1.09695  -0.559
H 0.97988 0.34310 -1.93279  0.287
H -1.47284 -0.62040 -1.17678  0.403
C -0.03935 -0.96751 1.80639  -0.297
H 1.56783 -2.10218 2.14355  0.249
H -1.40243 1.90033 -0.85638  0.206
C -0.57717 1.75959 -1.52718  -0.660
H -0.85604 1.50958 -2.61160  0.161
H -0.78822 -1.47509 2.52316  0.312
N -0.97781 -0.52639 0.74972  -0.468
H 0.44940 -0.20898 2.40514  0.273
H -1.10172 0.43033 0.89811  0.235
C -0.50720 -0.59637 -0.74030  -0.650
H 0.09535 -1.58941 -0.89605  0.332
S 0.19911 3.39751 -1.81027  -0.692
H 1.84211 -1.08735 1.04124  0.234
N 1.17159 -1.72401 1.30071  -0.682
H 1.02031 0.90840 -0.21972  0.315

The gap between HOMO and LUMO is 5.640 eV. As for the SMILES: NCNCCC[S-]. The calculation puts the HOMO energy at -2.2 eV. As for the total charge: -1. Its LUMO energy is 0.1258 hartree. The value obtained for the energy above the lowest of the compared OMol25 structures with the same formula, charge and spin is 51.8 kcal/mol.

***

6.
Computed, not measured: a 2-piece molecular cluster, C4H11N2S overall, with ωB97M-V/def2-TZVPD.

Last column: Mulliken charge in e.
Atoms and positions in Å:
H -0.10493 0.20020 1.90873  0.217
H 1.39206 -0.80710 -2.74623  0.297
C 0.06804 0.59781 0.90640  -0.419
H 0.06518 2.90441 2.76404  0.184
H -1.04401 2.94118 1.48876  0.242
C 0.72781 1.92936 0.99687  -0.583
H -0.49401 -0.59955 -2.29944  0.173
H -1.06923 -3.70941 -1.24097  0.274
H 0.90995 2.32995 -0.01498  0.226
N 0.54252 -2.37656 -1.64453  -0.465
H -0.34040 -2.93084 0.20227  0.178
H 0.74413 -0.15744 0.36813  0.119
S -1.53025 0.71935 -0.04433  -0.697
C -0.65042 -2.76447 -0.85700  -0.482
H -1.36934 -1.94836 -0.80966  0.196
C 0.52352 -1.19421 -2.20743  -0.228
H 1.70124 1.91712 1.48816  0.353
N -0.07184 2.94856 1.74121  -0.584

The gap between HOMO and LUMO is 6.637 eV. The calculation puts the HOMO energy at -2.6 eV. As for the total charge: -1. Its LUMO energy is 0.1473 hartree. The value obtained for the energy above the lowest of the compared OMol25 structures with the same formula, charge and spin is 37.3 kcal/mol.

***

7.
Computed, not measured: an isolated ion of composition C4H11N2S and charge -1, with ωB97M-V/def2-TZVPD.

Last column: Mulliken charge in e.
Atoms and positions in Å:
H -0.79736 0.93079 -1.46672  0.270
N 0.00849 0.31362 -1.34218  -0.743
H 1.43270 -1.69724 -1.41142  0.312
H 3.71473 -1.77513 -0.58403  0.313
H 2.99635 -0.09440 -0.66053  0.248
H 0.82310 -1.40314 1.44872  0.352
H -1.96266 -0.51065 0.08742  0.313
H -0.25868 -2.01166 0.17084  0.422
S -2.08946 1.89080 0.51432  -0.610
H 3.09344 -0.97009 0.84936  0.289
H -1.38042 -0.13273 1.70387  0.251
H 0.69972 0.84772 0.54128  0.255
C -1.39583 0.23982 0.66217  -1.031
C 0.56276 -1.33958 0.40261  -1.040
C 0.02997 0.08783 0.13279  0.431
N 1.66413 -1.75336 -0.43411  -0.416
C 2.94952 -1.10008 -0.22350  -0.825
H 0.77280 0.94517 -1.56260  0.209

The gap between HOMO and LUMO is 6.187 eV. As for the SMILES: CNC[C@@H](N)C[S-]. The calculation puts the HOMO energy at -2.5 eV. As for the total charge: -1. Its LUMO energy is 0.1350 hartree. The value obtained for the energy above the lowest of the compared OMol25 structures with the same formula, charge and spin is 14.3 kcal/mol.

***

8.
Computed, not measured: a 2-piece molecular cluster, C4H11N2S overall, with ωB97M-V/def2-TZVPD.

Last column: Mulliken charge in e.
Atoms and positions in Å:
H 0.43118 1.55944 -1.72805  0.207
H -3.55136 -0.27871 -0.43874  0.278
H -1.12586 -1.84231 0.55908  0.201
H -3.61822 -1.62007 0.65919  0.252
C 2.09098 0.82158 -0.73599  -0.187
S -1.59820 0.24839 1.65428  -0.714
C -3.05854 -1.22071 -0.19239  -1.117
C -1.62952 -0.92368 0.25290  -0.238
H 0.67502 0.56509 0.79924  -0.154
N 2.70352 0.76203 1.58710  -0.665
C 1.73220 0.69119 0.52654  0.155
H 3.11913 0.93391 -1.07423  0.255
H 2.23659 1.08796 2.42521  0.302
H -3.17268 -1.94189 -1.01243  0.350
H 3.02939 -0.17043 1.81465  0.220
H -1.06425 -0.51486 -0.59039  0.087
N 1.16618 0.87431 -1.81012  -0.447
H 1.63443 0.96877 -2.69585  0.213

The gap between HOMO and LUMO is 6.127 eV. The calculation puts the HOMO energy at -2.4 eV. As for the total charge: -1. Its LUMO energy is 0.1374 hartree. The value obtained for the energy above the lowest of the compared OMol25 structures with the same formula, charge and spin is 29.4 kcal/mol.

***

9.
Computed, not measured: a 3-piece molecular cluster, C4H11N2S overall, with ωB97M-V/def2-TZVPD.

Last column: Mulliken charge in e.
Atoms and positions in Å:
H 2.31129 -0.41688 1.02797  0.469
H 0.95322 -1.29474 1.32401  0.291
C 1.85407 -0.97559 -1.46228  -0.521
N 0.60811 0.78158 1.64017  -0.586
C 0.97880 -0.51413 -0.63076  0.440
H -0.98316 0.95300 1.64500  0.415
H 1.26872 1.55129 1.73616  0.152
H -1.52232 1.43729 -0.38578  0.156
H -3.26057 1.85957 0.03940  0.254
H 1.84369 -1.98975 -1.95018  -0.003
C -2.50913 1.09117 0.05348  -0.529
S 1.90621 -3.01263 -3.72904  -0.302
H -2.84311 0.14257 -0.41431  0.210
N -1.96445 0.92325 1.47506  -0.652
H -2.38507 0.05907 1.81273  0.201
H 2.51970 -0.35202 -2.14198  0.327
C 1.21191 -0.26070 0.84453  -0.505
H 0.01208 0.01765 -0.88420  0.182

The gap between HOMO and LUMO (alpha / beta) is 4.512 / 4.577 eV. As for the multiplicity: 2. The calculation puts the HOMO energy (alpha / beta) at -8.0 / -8.0 eV. As for the total charge: 0. As for the expectation value of S²: 0.782. Its LUMO energy (alpha / beta) is -0.1289 / -0.1240 hartree. The value obtained for the energy above the lowest of the compared OMol25 structures with the same formula, charge and spin is 243.7 kcal/mol.

***

10.
Computed, not measured: an isolated ion of composition C4H11N2S and charge +1, with ωB97M-V/def2-TZVPD.

Last column: Mulliken charge in e.
Atoms and positions in Å:
H -2.30194 1.60686 0.48116  0.297
H -3.20067 -1.24702 -0.27308  0.339
H 1.96462 -2.38193 -0.27978  0.324
C 2.35061 -1.35145 -0.12881  -0.876
H 2.88360 1.70173 0.22444  0.402
H -1.42549 -0.62943 -1.61576  0.338
N -0.05594 -0.19989 0.22627  -0.474
H -3.13481 1.06031 -0.90105  0.311
H 3.24478 -1.33905 -0.68683  0.404
S 1.22517 -0.04553 -0.66680  0.291
H -2.52485 -0.65411 1.30861  0.317
N -2.57149 -0.63223 0.29520  -0.216
H 1.25160 2.18694 0.11168  0.342
H 1.70656 1.05530 1.31754  0.429
C -1.47880 -0.17770 -0.56099  0.173
C 1.88524 1.42025 0.36609  -1.093
C -2.53141 0.77462 -0.13921  -0.588
H 2.71323 -1.14768 0.92133  0.280

The gap between HOMO and LUMO is 9.431 eV. The calculation puts the HOMO energy at -12.5 eV. As for the total charge: +1. Its LUMO energy is -0.1127 hartree. The value obtained for the energy above the lowest of the compared OMol25 structures with the same formula, charge and spin is 97.7 kcal/mol.

***

11.
Computed, not measured: one molecule with the formula C4H11N3, with ωB97M-V/def2-TZVPD.

Last column: Mulliken charge in e.
Atoms and positions in Å:
H 0.28186 0.49302 3.11623  0.345
C -0.73627 0.54868 1.20219  -0.166
C 1.03688 -0.22278 -1.58856  0.044
H -0.09763 1.30869 0.74843  0.259
H 1.14634 -2.13443 -1.87347  0.338
H -1.06211 1.63496 3.05634  0.337
H -0.54598 0.78306 -2.40454  0.210
C -0.72347 0.65288 2.72690  -1.251
H -1.37823 -0.09617 3.17373  0.324
H 0.93591 1.69866 -2.25949  0.207
N 0.49331 -1.12887 -0.18529  -0.548
H 2.04692 -0.01146 -1.23840  0.335
H 0.08055 -1.42968 -2.89795  0.243
C -0.29823 -0.81931 0.73529  -0.211
N 1.00027 -1.30105 -2.48803  -0.659
N 0.34605 0.93916 -1.95256  -0.391
H -0.77222 -1.64206 1.29218  0.325
H -1.75395 0.72671 0.83700  0.260

The gap between HOMO and LUMO is 9.127 eV. As for the SMILES: CC/C=N\C(N)N. The calculation puts the HOMO energy at -8.1 eV. As for the total charge: 0. Its LUMO energy is 0.0373 hartree. The value obtained for the energy above the lowest of the compared OMol25 structures with the same formula, charge and spin is 57.7 kcal/mol.

***

12.
Computed, not measured: a 2-piece molecular cluster, C4H11N3 overall, with ωB97M-V/def2-TZVPD.

Last column: Mulliken charge in e.
Atoms and positions in Å:
C 1.03344 -0.62148 -0.32720  -0.257
H -0.25077 -3.80634 0.04677  0.320
H -1.84367 2.80633 -0.63872  0.198
N -1.75845 2.43572 0.29589  -0.453
H -0.79777 -1.37819 0.44580  0.187
C 0.29544 -3.01549 -0.46586  -1.164
H 0.40590 3.57225 -0.40379  0.223
C -0.51908 2.42265 0.85402  0.152
H 1.00636 1.50469 -0.70866  0.352
H 0.65067 -1.87422 1.33140  0.289
C 0.23539 -1.71165 0.33140  -0.235
H -0.40907 1.74150 1.68866  0.372
H 1.32922 -3.33125 -0.60936  0.316
H -2.38510 1.67396 0.49719  0.243
N 0.56133 2.90168 0.34659  -0.764
H -0.14807 -2.87689 -1.45185  0.333
N 0.50392 0.44351 -0.72206  -0.465
H 2.09033 -0.88676 -0.51021  0.355

The gap between HOMO and LUMO is 9.507 eV. As for the SMILES: [H]/N=C/CC.[H]/N=C\N. The calculation puts the HOMO energy at -8.4 eV. As for the total charge: 0. Its LUMO energy is 0.0391 hartree. The value obtained for the energy above the lowest of the compared OMol25 structures with the same formula, charge and spin is 63.3 kcal/mol.